DFT (wB97M-V/def2-TZVPD) results for a structure of composition C16H13ClCo2O10 at a distorted geometry.

Last column: Mulliken charge in e.
Atoms and positions in Å:
C 0.5278 4.3444 2.3925  -1.22
C -0.1325 3.0967 2.9091  -0.25
O 0.4058 2.0014 2.1321  -0.15
C -0.1069 0.8179 2.5143  0.03
C 0.2861 -0.3324 1.6557  1.14
Cl -0.5340 -1.7320 2.0869  -0.32
C 1.7115 -0.6023 1.3205  -0.24
O 2.1472 -1.6632 0.8954  -0.71
O 2.4726 0.4883 1.5310  -0.15
C 3.7759 0.3086 0.9475  -0.16
C 4.4639 1.6459 1.0473  -1.20
O -0.8470 0.7676 3.4836  -0.76
H 0.1041 5.2390 2.8537  0.40
H 1.5964 4.3153 2.6158  0.27
H 0.3955 4.4153 1.3094  0.29
H 0.0837 2.9268 3.9709  0.30
H -1.2175 3.1426 2.7650  0.27
H 4.3196 -0.4703 1.5103  0.27
H 3.6567 -0.0138 -0.1024  0.26
H 5.4874 1.5377 0.6692  0.40
H 3.9219 2.3811 0.4312  0.26
H 4.4794 1.9677 2.0982  0.27
O -1.0041 -3.0737 -5.8864  -0.42
C -1.4784 -2.7506 -4.8802  0.07
Co -2.3044 -2.4320 -3.3526  -0.12
C -3.9422 -2.4689 -4.0378  0.54
O -4.9916 -2.5544 -4.5068  -0.39
C -2.4303 -4.0208 -2.6286  0.13
O -2.5094 -5.1074 -2.2416  -0.40
C -0.6946 -1.9440 -2.2118  -1.25
C -0.3459 -0.8210 -1.4755  1.50
C 0.6309 0.0116 -1.0997  -1.14
Co -1.9841 -1.3466 -1.0800  0.21
C -3.4004 -0.8854 -2.1769  0.29
O -4.3069 -0.1589 -2.3055  -0.51
C -2.2009 -0.0126 0.0367  0.37
O -2.3155 0.9723 0.6383  -0.45
C -2.6606 -2.6115 -0.0344  -0.01
O -3.1368 -3.4539 0.6002  -0.39
H 0.0570 -2.7466 -2.3319  0.38
H 0.3681 0.9314 -0.5753  0.35
H 1.6523 -0.1094 -1.4878  0.27

Its HOMO-LUMO gap is 4.97 eV. As for the spin multiplicity: 1. The highest occupied orbital energy comes out at -0.12 eV. The LUMO energy comes out at 4.85 eV. As for the total charge: -2.

***

DFT (wB97M-V/def2-TZVPD) results for a structure of composition C16H24INO6Pb.

Last column: Mulliken charge in e.
Atoms and positions in Å:
Pb -0.3664 -0.3173 -0.4905  1.44
O -5.0815 1.4682 0.8817  -0.49
C -3.8972 1.1697 0.3188  0.38
O -3.3830 0.0874 0.3917  -0.46
C -3.3205 2.3707 -0.3780  -0.37
O -2.3186 1.9451 -1.2634  -0.36
C -1.3353 2.9614 -1.4787  -0.28
C -0.4618 3.0633 -0.2270  0.37
O -0.4982 4.0939 0.4303  -0.68
O 0.2556 2.0197 0.0172  -0.58
H -5.3744 0.6747 1.3585  0.37
H -4.1196 2.9130 -0.8922  0.34
H -2.9208 3.0265 0.4062  0.33
H -0.7549 2.6521 -2.3499  0.07
H -1.8095 3.9251 -1.6700  0.38
C 0.2574 -2.7235 0.5490  0.63
C -0.6601 -2.1452 1.4538  0.72
C -0.0696 -0.9686 1.9933  0.29
C 1.2366 -0.8367 1.4272  0.57
C 1.4309 -1.9244 0.5267  0.81
C 2.7038 -2.2759 -0.1867  -1.85
C 2.2635 0.1535 1.8839  -1.75
C -0.5891 -0.1281 3.1207  -1.63
C -1.9803 -2.7400 1.8458  -1.82
C 0.0728 -4.0182 -0.1870  -1.70
H 2.5383 -2.5134 -1.2395  0.36
H 3.1715 -3.1491 0.2755  0.35
H 3.4213 -1.4571 -0.1482  0.37
H 1.8157 1.1294 2.0714  0.30
H 3.0532 0.2927 1.1455  0.41
H 2.7332 -0.1889 2.8106  0.38
H -0.4213 0.9356 2.9421  0.31
H -0.0838 -0.3898 4.0544  0.31
H -1.6584 -0.2735 3.2728  0.40
H -2.6331 -2.0018 2.3085  0.35
H -1.8380 -3.5543 2.5618  0.36
H -2.5141 -3.1503 0.9869  0.36
H 0.6600 -4.0470 -1.1058  0.37
H -0.9706 -4.1886 -0.4561  0.37
H 0.3902 -4.8653 0.4278  0.31
N 2.3752 1.9442 -1.7544  -0.13
C 2.0552 1.1416 -2.7843  0.54
O 1.2384 0.2333 -2.6852  -0.61
C 2.7845 1.3661 -4.0873  -1.18
I 4.5862 0.2244 -4.1061  0.07
H 1.7654 1.9501 -0.9264  0.18
H 3.0036 2.7166 -1.8941  0.21
H 3.0709 2.4007 -4.2465  0.47
H 2.1768 0.9977 -4.9046  0.39

Its HOMO-LUMO gap is 7.83 eV. As for the spin multiplicity: 1. The highest occupied orbital energy comes out at -7.82 eV. The LUMO energy comes out at 0.00 eV. As for the total charge: 0.

***

DFT (wB97M-V/def2-TZVPD) results for a structure of composition C39H40LuN4O3S at a distorted geometry.

Last column: Mulliken charge in e.
Atoms and positions in Å:
Lu 0.0022 1.4762 -0.3358  1.84
O 2.3311 4.6114 1.1974  -0.69
C 2.0262 3.7924 0.3579  -0.17
N 0.8080 3.5950 -0.2364  -0.27
C -0.1654 4.5539 -0.1121  0.13
O -0.0341 5.7209 0.1819  -0.63
C -1.5518 4.0493 -0.4559  0.51
C -2.6360 4.8162 -0.0381  -0.82
C -3.9075 4.4447 -0.4157  -0.36
C -4.0646 3.3292 -1.2348  -0.93
C -2.9378 2.6282 -1.6109  -0.21
N -1.6987 2.9562 -1.2339  -0.20
C 3.0569 2.7876 -0.1115  0.52
C 4.3827 2.9644 0.2587  -0.58
C 5.3283 2.0707 -0.2088  -0.48
C 4.9125 1.0353 -1.0339  -0.88
C 3.5666 0.9263 -1.3358  -0.17
N 2.6452 1.7746 -0.8811  0.06
H -2.4361 5.6800 0.5784  0.49
H -4.7678 5.0176 -0.0946  0.45
H -5.0407 3.0102 -1.5725  0.49
H -3.0236 1.7550 -2.2471  0.54
H 4.6360 3.7956 0.9008  0.53
H 6.3710 2.1848 0.0582  0.44
H 5.6164 0.3185 -1.4333  0.47
H 3.2097 0.1212 -1.9671  0.44
S -0.8845 3.3125 3.0142  -0.22
C -0.7935 2.4724 1.7098  -0.39
C 2.0682 -4.0729 -3.4428  -1.80
C 1.5791 -2.6873 -3.1073  0.11
C 1.1612 -1.8243 -4.1181  -1.02
C 0.7142 -0.5509 -3.7845  -0.22
C 0.2694 0.4376 -4.8322  -1.63
C 0.6811 -0.1772 -2.4552  1.31
C 1.0873 -1.0230 -1.3721  0.26
C 1.5496 -2.2990 -1.7751  -0.46
N 0.9508 -0.4939 -0.1384  0.15
C 1.2591 -1.0548 1.1816  1.47
C 2.2763 -0.1083 1.8586  -0.65
C 2.5146 -0.4870 3.3193  0.38
C 1.1907 -0.4100 4.0827  -1.16
C 0.1946 -1.3981 3.4705  0.35
C 0.7560 -2.8193 3.5357  -1.45
C 2.0634 -2.8709 2.7437  0.13
C 3.0730 -1.9104 3.3764  -1.44
C 1.8142 -2.4849 1.2779  -2.57
C -0.0493 -1.0315 2.0067  -0.95
H 2.0613 -4.2466 -4.5181  0.39
H 1.4343 -4.8257 -2.9708  0.32
H 3.0853 -4.2223 -3.0772  0.35
H 1.1935 -2.1345 -5.1555  0.30
H 0.3220 0.0095 -5.8319  0.43
H 0.8989 1.3288 -4.8081  0.32
H -0.7583 0.7557 -4.6459  0.26
H 0.3360 0.8470 -2.2547  0.68
H 1.8866 -3.0168 -1.0446  0.54
H 1.9000 0.9211 1.8043  -0.15
H 3.2149 -0.1486 1.2957  0.33
H 3.2336 0.2099 3.7599  0.34
H 0.7842 0.6041 4.0228  0.36
H 1.3490 -0.6442 5.1399  0.54
H -0.7529 -1.3484 4.0158  0.30
H 0.0318 -3.5259 3.1167  0.52
H 0.9381 -3.1064 4.5756  0.58
H 2.4616 -3.8901 2.7681  0.29
H 4.0257 -1.9595 2.8390  0.54
H 3.2627 -2.2013 4.4139  0.57
H 1.0987 -3.1892 0.8429  0.51
H 2.7589 -2.5535 0.7313  0.58
H -0.4957 -0.0330 1.9567  -0.18
H -0.7582 -1.7349 1.5534  0.36
C -2.1908 -2.0440 -1.5255  -0.99
C -2.6649 -0.8908 -0.6913  -0.01
O -1.9565 0.0825 -0.4737  0.46
C -4.0115 -0.9273 -0.1120  0.71
C -4.9056 -1.9753 -0.3552  -0.49
C -6.1770 -1.9495 0.1858  -0.89
C -6.5788 -0.8818 0.9788  -0.38
C -5.6956 0.1592 1.2380  -1.02
C -4.4249 0.1367 0.6998  -0.03
H -1.1996 -1.8429 -1.9125  -0.35
H -2.8723 -2.2234 -2.3574  0.58
H -2.1580 -2.9470 -0.9119  0.40
H -4.6146 -2.8184 -0.9662  0.41
H -6.8633 -2.7634 -0.0073  0.41
H -7.5767 -0.8632 1.3967  0.41
H -6.0085 0.9857 1.8627  0.43
H -3.7175 0.9334 0.8963  0.55

Its HOMO-LUMO gap (spin up / spin down) is 4.68 / 6.27 eV. As for the spin multiplicity: 2. The highest occupied orbital energy (spin up / spin down) comes out at -5.40 / -6.99 eV. The LUMO energy (spin up / spin down) comes out at -0.72 / -0.72 eV. As for the total charge: 0. Its expectation value of S² is 0.75.

***

DFT (wB97M-V/def2-TZVPD) results for the molecule C8H21NSi at a distorted geometry.

Last column: Mulliken charge in e.
Atoms and positions in Å:
C 2.6687 -0.6891 0.4817  -2.26
C 1.6025 0.4691 -1.4366  -1.63
C 2.0556 1.6070 0.7098  -1.51
C -1.9285 1.4821 0.5319  -1.86
C -1.6163 0.0057 -1.4693  -1.34
C -2.8173 -0.9063 0.5999  -1.58
C 1.5860 0.3561 0.1545  1.58
C -1.6659 0.0153 0.0643  1.33
N -0.0403 -2.3355 0.2229  -0.62
Si -0.0123 -0.6127 0.7122  0.47
H 2.5735 -0.7887 1.5405  0.54
H 2.4215 -1.6584 0.1341  0.41
H 3.6545 -0.4256 0.2894  0.56
H 2.5975 0.7149 -1.7170  0.47
H 0.8524 1.3152 -1.5429  0.32
H 1.2518 -0.3661 -1.9583  0.33
H 1.7472 1.7521 1.7192  0.36
H 3.1611 1.5084 0.7181  0.40
H 1.6825 2.4221 -0.0212  0.33
H -2.0509 1.5806 1.5610  0.53
H -1.1761 2.2394 0.2681  0.30
H -2.9273 1.8188 0.2534  0.44
H -1.0958 -0.9559 -1.6914  0.27
H -1.0214 0.8542 -1.9396  0.23
H -2.6110 -0.0087 -1.8755  0.46
H -3.5929 -0.5292 0.0187  0.55
H -2.5698 -2.0424 0.4400  0.26
H -3.0832 -0.8304 1.6514  0.36
H -0.8007 -2.5574 -0.5103  0.27
H 0.9167 -2.6562 -0.1526  0.29
H 0.2383 -0.7784 2.2437  -0.25

Its HOMO-LUMO gap is 10.01 eV. As for the spin multiplicity: 1. The highest occupied orbital energy comes out at -9.23 eV. The LUMO energy comes out at 0.78 eV. As for the total charge: 0.

***

DFT (wB97M-V/def2-TZVPD) results for a structure of composition C5H13N2S at a distorted geometry.

Last column: Mulliken charge in e.
Atoms and positions in Å:
C -0.0981 -0.1849 -1.1409  -1.22
C 0.1751 -1.1996 0.0374  0.45
C 1.0816 1.0500 0.3137  -0.21
C -1.0292 -2.0717 0.1167  -1.72
C -1.0764 2.0409 -0.4562  -0.81
N 0.0373 1.1508 -0.6447  0.08
N 0.5116 -0.4945 1.2667  -0.32
S 2.7633 0.5783 -0.2410  -0.05
H 0.5723 -0.3154 -1.9706  0.29
H -1.0551 -0.4426 -1.5664  0.52
H 0.9990 -1.7293 -0.2305  0.43
H 1.2439 1.8413 1.0127  0.45
H -2.0487 -1.5731 0.3129  0.40
H -0.9352 -2.8208 0.9024  0.41
H -1.2280 -2.5567 -0.8263  0.44
H -1.4529 2.1718 -1.5107  0.33
H -1.9306 1.6559 0.1128  0.32
H -0.7729 2.8301 0.1205  0.34
H -0.3254 -0.3998 1.8562  0.36
H 1.3792 -0.7938 1.7389  0.33
H 3.1893 1.2631 0.7964  0.19

Its HOMO-LUMO gap is 10.33 eV. As for the spin multiplicity: 1. The highest occupied orbital energy comes out at -13.54 eV. The LUMO energy comes out at -3.21 eV. As for the total charge: +1.

***

DFT (wB97M-V/def2-TZVPD) results for the ion C5H9N with charge +1.

Last column: Mulliken charge in e.
Atoms and positions in Å:
C 1.0918 -2.6278 -1.0261  -0.82
C 0.6425 -1.6546 -0.1432  0.53
N 0.6718 -0.3667 -0.3589  -0.11
C 0.2533 0.6958 0.5815  -0.48
C -1.5485 2.4029 0.7281  -0.81
C -1.0225 1.3569 0.1095  -0.02
H 1.5428 -2.4406 -1.9927  0.31
H 1.0533 -3.6555 -0.7121  0.29
H 0.2386 -1.9807 0.8032  0.31
H 0.9031 -0.0250 -1.2878  0.30
H 1.1211 1.3698 0.5533  0.33
H 0.1417 0.2852 1.5861  0.34
H -2.5008 2.7669 0.3664  0.27
H -1.1025 2.9143 1.5719  0.27
H -1.4857 0.9593 -0.7793  0.31

Its HOMO-LUMO gap (spin up / spin down) is 10.45 / 6.85 eV. As for the spin multiplicity: 2. The highest occupied orbital energy (spin up / spin down) comes out at -13.97 / -13.98 eV. The LUMO energy (spin up / spin down) comes out at -3.52 / -7.12 eV. As for the total charge: +1. Its expectation value of S² is 0.77.

***

DFT (wB97M-V/def2-TZVPD) results for the molecule C4H4N6O at a distorted geometry.

Last column: Mulliken charge in e.
Atoms and positions in Å:
C 3.0128 -0.4695 -0.6094  -0.09
C -2.6403 0.8308 0.2706  -0.08
C 1.7509 0.6282 0.6982  0.03
C -1.9128 -1.0950 -0.3635  0.03
N 2.8050 0.7741 -0.0196  -0.59
N -2.9097 -0.2110 -0.5830  -0.58
N 1.9825 -1.2620 -0.3572  -0.69
N -1.4545 0.6158 0.8583  -0.64
N 1.2785 -0.6161 0.5792  0.73
N -1.0825 -0.5886 0.5428  0.65
O 0.1783 -1.1733 1.1009  -0.35
H 3.8823 -0.7387 -1.1632  0.41
H -3.1114 1.7769 0.3893  0.38
H 1.1640 1.3233 1.1897  0.44
H -1.8117 -2.1457 -0.7600  0.35

Its HOMO-LUMO gap is 10.97 eV. As for the spin multiplicity: 1. The highest occupied orbital energy comes out at -10.57 eV. The LUMO energy comes out at 0.40 eV. As for the total charge: 0.

***

DFT (wB97M-V/def2-TZVPD) results for a cluster of 2 separate species, C3H10NO in total at a distorted geometry.

Last column: Mulliken charge in e.
Atoms and positions in Å:
C -0.1708 2.4919 -0.3402  -1.28
C -0.0273 1.1753 -1.0863  -0.22
C -0.2077 -1.1438 -0.4130  -0.09
N 0.1173 0.0365 -0.1394  -0.04
H -0.6122 2.4426 0.6140  0.42
H 0.8136 2.9531 -0.2413  0.35
H -0.7762 3.2082 -0.8977  0.34
H -0.8642 0.9558 -1.7310  0.36
H 0.8663 1.2076 -1.6901  0.29
H -0.3313 -2.0150 0.2206  0.33
H -0.5874 -1.4042 -1.3967  0.23
H 0.4671 0.3251 0.7744  0.32
H 0.6678 -4.0310 1.6816  0.32
H 0.2464 -3.0807 2.7979  0.32
O 0.3988 -3.1215 1.8471  -0.64

Its HOMO-LUMO gap is 10.83 eV. As for the spin multiplicity: 1. The highest occupied orbital energy comes out at -15.58 eV. The LUMO energy comes out at -4.75 eV. As for the total charge: +1.

***

DFT (wB97M-V/def2-TZVPD) results for a cluster of 2 separate species, C8H15F7NO2P in total at a distorted geometry.

Last column: Mulliken charge in e.
Atoms and positions in Å:
C 3.1228 0.1649 1.2267  -0.64
C 3.1861 -0.1611 -0.3927  -0.36
C 2.0840 0.7095 -1.2773  -0.54
N 1.0336 -0.2072 -1.9358  -0.35
P -0.3543 -0.4137 -0.7787  0.43
O -1.4663 0.9093 -1.1228  -0.33
C -1.8671 1.5891 0.1215  -0.13
C -2.4907 3.0721 -0.3211  -0.98
C -1.2735 -2.0570 -1.0996  0.69
F -0.2622 -3.1439 -1.2793  -0.25
F -1.9547 -1.8989 -2.4383  -0.27
C -2.4611 -2.4119 -0.0271  0.44
F -3.4944 -1.3397 0.0301  -0.21
F -3.1753 -3.6234 -0.5801  -0.26
C -1.9400 -2.8472 1.4679  0.62
F -1.2993 -4.2114 1.5037  -0.21
F -3.1867 -2.9861 2.3103  -0.23
F -1.1028 -1.8359 2.1568  -0.20
H 2.1072 -0.2010 1.7358  0.08
H 3.3418 1.2967 1.4817  0.17
H 3.9765 -0.4941 1.7280  0.31
H 3.0268 -1.3048 -0.5965  0.24
H 4.2701 0.1614 -0.7508  0.30
H 1.5709 1.5484 -0.6092  0.34
H 2.6793 1.3053 -2.1199  0.31
H 1.4725 -1.1374 -2.1477  0.35
H 0.2256 -0.3618 0.5389  0.12
H -0.9974 1.7292 0.8968  0.41
H -2.7660 1.0323 0.6626  0.19
H -2.8571 2.9276 -1.4356  0.27
H -1.5900 3.8352 -0.3390  0.29
H -3.3696 3.4152 0.4027  0.32
O 2.6905 3.2458 1.1415  -1.06
H 3.1207 3.6948 1.8461  0.14

Its HOMO-LUMO gap is 3.44 eV. As for the spin multiplicity: 1. The highest occupied orbital energy comes out at -5.73 eV. The LUMO energy comes out at -2.29 eV. As for the total charge: 0.

***

DFT (wB97M-V/def2-TZVPD) results for a structure of composition C7H6BrNO3S at a distorted geometry.

Last column: Mulliken charge in e.
Atoms and positions in Å:
C 2.8565 0.5343 0.3956  -0.40
C 1.9152 0.7338 1.3936  -0.55
C 2.5057 -0.0941 -0.7892  -0.53
C 0.6093 0.3078 1.2112  -0.17
C 1.2035 -0.5187 -0.9829  -0.59
C 0.2777 -0.3194 0.0258  0.30
C -2.2952 0.6185 -1.0895  -0.59
N -3.7720 -0.5304 0.9323  0.40
O -4.3921 -1.4510 0.6460  -0.11
O -1.4879 -1.8373 -1.2475  -0.66
O -2.0962 -0.9251 0.9836  -0.47
S -1.4297 -0.7028 -0.3769  1.12
Br -1.7560 2.2347 -0.2933  -0.15
H 3.8695 0.8761 0.5408  0.38
H 2.1890 1.2320 2.3097  0.39
H 3.2391 -0.2410 -1.5670  0.39
H -0.1444 0.4525 1.9686  0.43
H 0.8910 -1.0013 -1.8954  0.40
H -2.1831 0.6313 -2.1654  0.43

Its HOMO-LUMO gap (spin up / spin down) is 6.37 / 6.36 eV. As for the spin multiplicity: 1. The highest occupied orbital energy (spin up / spin down) comes out at -7.94 / -7.94 eV. The LUMO energy (spin up / spin down) comes out at -1.57 / -1.57 eV. As for the total charge: 0.

***

Electronic energy (computed, Ha): -4595.53249 -1620.88925 -3588.70597 -661.61611 -705.70095 -250.33184 -558.43664 -250.02091 -1559.06560 -3522.82013
Energy above the lowest of the compared OMol25 structures with the same formula, charge and spin (computed, kJ/mol): 99.0 0.0 0.0 142.0 170.7 96.5 293.0 86.4 830.7 435.9